{
  "formula": "C31H60F20N9O24S12",
  "method": "ωB97M-V/def2-TZVPD",
  "fmax_ev_per_a": 13.67,
  "gap_ev": 5.165,
  "total_energy_ev": -280027.37987,
  "de_lowest_kcal_mol": 25.5,
  "charge": -3,
  "elements": ["S", "S", "S", "S", "S", "S", "S", "S", "S", "S", "S", "S", "F", "F", "F", "F", "F", "F", "F", "F", "F", "F", "F", "F", "F", "F", "F", "F", "F", "F", "F", "F", "O", "O", "O", "O", "O", "O", "O", "O", "O", "O", "O", "O", "O", "O", "O", "O", "O", "O", "O", "O", "O", "O", "O", "O", "N", "N", "N", "N", "N", "N", "N", "N", "N", "C", "C", "C", "C", "C", "C", "C", "C", "C", "C", "C", "C", "C", "C", "C", "C", "C", "C", "C", "C", "C", "C", "C", "C", "C", "C", "C", "C", "C", "C", "C", "H", "H", "H", "H", "H", "H", "H", "H", "H", "H", "H", "H", "H", "H", "H", "H", "H", "H", "H", "H", "H", "H", "H", "H", "H", "H", "H", "H", "H", "H", "H", "H", "H", "H", "H", "H", "H", "H", "H", "H", "H", "H", "H", "H", "H", "H", "H", "H", "H", "H", "H", "H", "H", "H", "H", "H", "H", "H", "H", "H"],
  "positions_angstrom": [[-7.588, 4.278, -5.064], [6.871, -10.012, 2.545], [-3.411, 8.749, 4.033], [9.392, -0.999, 4.882], [11.564, -1.762, 5.369], [-8.140, 6.189, -3.733], [9.207, -11.026, 2.615], [-6.410, -6.612, 1.713], [3.569, 3.901, -12.930], [4.697, 2.803, -11.165], [-4.849, 7.001, 4.384], [-4.557, -8.297, 1.360], [10.345, -10.544, 4.992], [-5.061, 5.794, 5.393], [6.970, -7.578, 1.462], [6.133, 2.194, -10.714], [-2.789, -10.327, 1.633], [-8.888, -5.662, 1.260], [11.507, -9.832, 3.257], [-8.379, 3.495, -6.232], [5.007, -8.357, 1.557], [6.019, -7.589, 3.471], [3.768, 5.306, -13.543], [11.958, -3.324, 5.107], [-8.773, -6.949, 2.975], [-3.542, -9.659, 3.625], [11.480, -11.970, 3.756], [-2.155, 9.493, 4.719], [-8.518, 7.749, -3.850], [-8.708, -7.788, 1.033], [-4.786, -10.947, 2.310], [7.929, -1.194, 5.583], [-6.008, -5.687, 2.829], [9.128, -1.299, 3.454], [-4.309, 9.880, 3.790], [9.771, 0.349, 5.229], [-9.132, 5.772, -2.787], [4.384, 3.468, -9.950], [-6.204, 7.574, 4.325], [12.234, -1.524, 6.660], [2.494, 4.188, -11.957], [4.025, 1.509, -11.406], [-6.801, 6.361, -3.201], [5.943, -10.673, 3.477], [-6.201, 4.194, -5.511], [3.225, 3.128, -14.100], [-5.957, -5.984, 0.470], [6.850, -10.597, 1.191], [-2.734, 8.207, 2.850], [8.687, -12.337, 3.036], [9.658, -10.931, 1.210], [12.105, -1.206, 4.150], [-8.051, 3.462, -3.906], [-4.401, 6.130, 3.261], [-4.713, -8.666, -0.043], [-3.685, -7.163, 1.695], [1.283, 1.417, 0.723], [-3.742, 7.962, 5.190], [-0.034, 6.124, 11.923], [-8.257, 5.611, -5.358], [8.258, -9.632, 3.094], [5.158, 3.648, -12.344], [-5.895, -8.293, 2.019], [9.935, -2.087, 5.709], [-4.043, -2.419, -12.915], [-0.557, 3.792, 11.047], [-1.654, -2.826, -13.930], [0.865, 7.271, 11.391], [2.529, 1.479, -0.341], [-4.515, -3.548, -13.890], [0.666, 6.544, 14.332], [3.081, 4.279, 2.930], [-4.497, -4.016, -9.288], [2.351, 0.696, -1.701], [0.360, 5.495, 13.279], [0.148, 5.092, 10.728], [-5.120, -1.324, -12.974], [-1.523, 6.645, 12.036], [-8.336, -6.744, 1.768], [10.786, -10.822, 3.761], [1.335, 0.093, 1.453], [-3.705, -2.881, -11.487], [-3.439, -4.609, -14.266], [-3.860, -9.937, 2.321], [-0.156, 1.385, 0.005], [1.454, 2.671, 1.673], [0.934, 0.888, -2.184], [-4.893, -3.265, -10.603], [-2.169, -4.047, -14.785], [1.539, 7.741, 13.803], [-2.735, -1.764, -13.600], [-0.555, 2.739, 9.886], [-0.157, 0.477, -1.215], [6.141, -8.245, 2.261], [1.039, 8.298, 12.483], [2.750, 2.788, 2.502], [-2.187, 5.796, 12.196], [2.240, -0.039, 2.046], [1.168, 5.970, 15.111], [-0.910, 1.043, 0.715], [-3.578, -4.599, -9.352], [2.744, 2.241, 3.445], [-0.104, 3.272, 11.891], [1.379, -0.656, 0.663], [2.201, 4.803, 3.303], [1.424, 3.507, 0.974], [-2.073, -3.770, -15.835], [-3.087, -3.750, -11.713], [-3.239, -1.985, -11.076], [-0.283, 2.433, -0.267], [-1.914, 7.119, 11.136], [0.348, 7.724, 10.546], [3.043, 1.121, -2.429], [-0.322, 5.673, 9.934], [-4.440, -3.352, -8.425], [-1.639, 7.224, 12.952], [-3.344, -5.355, -13.478], [-1.282, 2.020, 10.264], [-4.852, -0.536, -12.270], [-4.826, -3.025, -14.794], [0.718, 1.919, -2.467], [3.865, 4.320, 3.687], [-0.273, 6.876, 14.775], [-6.058, -1.865, -12.849], [1.187, 4.948, 10.435], [0.758, 0.356, -3.119], [-2.459, -1.022, -12.851], [0.502, 0.020, 2.151], [-1.355, -4.772, -14.803], [1.212, 4.815, 13.289], [0.518, 2.713, 2.229], [-5.415, -2.327, -10.411], [1.534, 8.527, 14.559], [-0.551, 4.980, 13.581], [1.859, 6.961, 11.067], [-0.095, -0.583, -0.970], [-1.335, -3.233, -12.970], [3.380, 1.080, 0.210], [3.422, 4.867, 2.078], [2.576, 7.452, 13.631], [0.127, 8.884, 12.594], [2.591, -0.363, -1.610], [-3.816, -5.231, -15.079], [-5.472, -4.015, -11.141], [-5.205, -4.825, -9.109], [-5.197, -0.890, -13.971], [-5.264, -4.140, -13.365], [-0.827, -2.381, -14.482], [-1.611, 3.952, 11.271], [2.740, 2.503, -0.651], [-3.103, -1.238, -14.481], [1.790, 9.043, 12.221], [-1.138, 0.626, -1.666], [-1.030, 3.164, 9.002], [0.423, 2.290, 9.715], [3.589, 2.354, 1.958]],
  "lowdin_charge": [0.441, 0.532, 0.361, 0.400, 0.602, 0.556, 0.712, 0.739, 0.538, 0.399, 0.597, 0.494, 0.123, -0.216, 0.115, -0.240, 0.112, 0.153, 0.135, -0.246, 0.116, 0.082, -0.180, -0.232, 0.164, 0.086, 0.122, -0.243, -0.220, 0.123, 0.077, -0.248, -0.358, -0.325, -0.311, -0.317, -0.294, -0.295, -0.294, -0.329, -0.314, -0.337, -0.302, -0.341, -0.322, -0.309, -0.329, -0.348, -0.310, -0.342, -0.340, -0.286, -0.331, -0.307, -0.335, -0.333, -0.200, -0.277, -0.191, -0.280, -0.300, -0.264, -0.313, -0.266, -0.243, -0.241, -0.128, -0.110, -0.039, -0.075, -0.158, -0.078, -0.067, -0.149, -0.116, -0.100, 0.014, 0.056, -0.713, -0.650, 0.005, -0.112, -0.181, -0.566, -0.069, -0.104, -0.212, -0.204, -0.197, -0.158, -0.055, -0.065, -0.176, -0.614, -0.197, -0.208, 0.091, 0.105, 0.118, 0.132, 0.075, 0.104, 0.106, 0.101, 0.073, 0.122, 0.115, 0.123, 0.142, 0.133, 0.118, 0.138, 0.123, 0.133, 0.084, 0.098, 0.119, 0.078, 0.118, 0.133, 0.123, 0.073, 0.108, 0.105, 0.138, 0.122, 0.129, 0.112, 0.118, 0.142, 0.134, 0.112, 0.116, 0.127, 0.139, 0.120, 0.109, 0.115, 0.070, 0.118, 0.116, 0.117, 0.122, 0.100, 0.075, 0.099, 0.121, 0.126, 0.103, 0.127, 0.123, 0.126, 0.133, 0.082, 0.083, 0.096]
}